Record 1
{
  "formula": "C34H24Cl2IrN2O6S5",
  "method": "ωB97M-V/def2-TZVPD",
  "energy_ha": -4886.755120,
  "gap_ev": [7.5, 5.2],
  "s_squared": 0.78,
  "homo_ev": [-8.04, -8.02],
  "multiplicity": 2,
  "relative_energy_kj_mol": 27.9,
  "elements": ["Ir", "C", "C", "O", "C", "C", "C", "C", "C", "C", "O", "H", "H", "H", "H", "H", "H", "H", "Cl", "C", "C", "C", "Cl", "C", "O", "C", "C", "O", "C", "H", "H", "H", "C", "S", "C", "C", "S", "S", "C", "S", "S", "H", "H", "H", "O", "C", "N", "C", "C", "O", "N", "C", "C", "C", "C", "C", "C", "C", "C", "C", "C", "C", "C", "H", "H", "H", "H", "H", "H", "H", "H", "H", "H", "H"],
  "coordinates": [[-0.3504, 1.8831, 0.5143], [0.7004, 1.5459, 4.6530], [0.8870, 1.5035, 3.1610], [-0.1039, 1.9252, 2.5213], [2.0985, 1.0040, 2.5765], [3.0696, 0.4095, 3.4263], [4.2609, -0.0570, 2.9551], [4.5440, 0.0732, 1.5784], [3.6452, 0.6553, 0.7332], [2.3939, 1.1312, 1.1940], [1.6152, 1.6393, 0.2912], [-0.2677, 1.9922, 4.8592], [1.4893, 2.1234, 5.1341], [0.7160, 0.5361, 5.0641], [2.8551, 0.3101, 4.4816], [4.9724, -0.5220, 3.6225], [5.4804, -0.3007, 1.1840], [3.8305, 0.7426, -0.3289], [0.9136, 5.8199, -5.4571], [0.4761, 4.6636, -4.2340], [0.0424, 3.3806, -4.6288], [-0.3014, 2.4562, -3.6929], [-0.8469, 0.8902, -4.1814], [-0.2251, 2.7253, -2.2857], [-0.5522, 1.7818, -1.4882], [0.1920, 4.0361, -1.9190], [0.2608, 4.5125, -0.5783], [0.0228, 3.9158, 0.4882], [0.5400, 4.9836, -2.9192], [-0.0200, 3.1295, -5.6785], [0.5526, 5.5632, -0.4676], [0.8638, 5.9715, -2.6172], [-4.9790, 4.5114, -0.5760], [-5.7424, 3.3152, 0.5497], [-5.0151, 1.8180, 0.0088], [-3.6814, 1.4430, 0.0941], [-2.5431, 2.4754, 0.7654], [-3.3186, -0.1485, -0.5009], [-4.9285, -0.6104, -0.9392], [-5.3277, -2.0854, -1.4803], [-6.0948, 0.6450, -0.6198], [-5.5305, 5.4357, -0.4134], [-5.1062, 4.1944, -1.6081], [-3.9287, 4.6638, -0.3434], [-1.7684, -0.4248, 2.4566], [-1.0719, -0.8752, 1.5748], [-0.7272, -2.1885, 1.4183], [0.0833, -2.4295, 0.2445], [0.2562, -0.9791, -0.2684], [0.9343, -0.6885, -1.2202], [-0.4457, -0.1404, 0.5671], [1.4637, -2.9766, 0.5839], [1.9109, -3.0533, 1.8954], [3.1973, -3.5011, 2.1740], [4.0468, -3.8645, 1.1427], [3.6052, -3.7805, -0.1729], [2.3226, -3.3408, -0.4513], [-0.6421, -3.3074, -0.7738], [-0.7761, -4.6642, -0.4940], [-1.5015, -5.4923, -1.3363], [-2.0931, -4.9747, -2.4796], [-1.9407, -3.6304, -2.7800], [-1.2163, -2.8002, -1.9348], [-1.2583, -2.9030, 1.8862], [1.2570, -2.7517, 2.7028], [3.5333, -3.5588, 3.2015], [5.0489, -4.2119, 1.3593], [4.2649, -4.0567, -0.9853], [1.9824, -3.2641, -1.4757], [-0.2995, -5.0770, 0.3888], [-1.6008, -6.5441, -1.1007], [-2.6622, -5.6186, -3.1373], [-2.3865, -3.2204, -3.6772], [-1.0752, -1.7637, -2.2065]]
}


Record 2
{
  "formula": "C34H24F3FeN8O7",
  "method": "ωB97M-V/def2-TZVPD",
  "energy_ha": -3837.831798,
  "gap_ev": [5.0, 7.2],
  "s_squared": 8.79,
  "homo_ev": [-6.27, -8.52],
  "multiplicity": 6,
  "relative_energy_kj_mol": 0.0,
  "elements": ["Fe", "C", "C", "N", "N", "C", "O", "C", "C", "C", "C", "C", "C", "C", "C", "C", "C", "C", "N", "H", "H", "H", "H", "H", "H", "H", "H", "H", "H", "H", "H", "F", "C", "F", "F", "C", "C", "C", "C", "C", "C", "C", "C", "H", "H", "H", "H", "N", "C", "C", "N", "C", "C", "N", "H", "H", "H", "H", "H", "O", "C", "O", "C", "C", "C", "C", "C", "C", "N", "O", "O", "N", "O", "O", "H", "H", "H"],
  "coordinates": [[0.9572, 0.1455, 2.4420], [0.2780, 3.9907, 3.4611], [0.3027, 2.4766, 3.5692], [-0.2277, 1.6609, 2.6085], [-1.0693, 2.2928, 1.7568], [-1.7262, 1.6551, 0.9031], [-1.5255, 0.2322, 0.8428], [-2.7797, 2.2553, 0.0690], [-4.0301, 1.6541, 0.0642], [-5.0909, 2.2331, -0.6176], [-4.8900, 3.4545, -1.2637], [-3.6469, 4.0342, -1.2731], [-2.5793, 3.4369, -0.6267], [1.1035, 1.8710, 4.5575], [1.7957, 2.6052, 5.5459], [2.7226, 1.9675, 6.3317], [2.9283, 0.5748, 6.2257], [2.2022, -0.0796, 5.2731], [1.3024, 0.5019, 4.4769], [0.3028, 4.2786, 2.3657], [-0.6821, 4.4113, 3.8368], [1.0912, 4.4675, 3.9618], [-4.1703, 0.7083, 0.5978], [-6.0888, 1.7684, -0.5886], [-5.6872, 3.8820, -1.8317], [-3.5076, 4.9681, -1.8061], [-1.6095, 3.8984, -0.6402], [1.5728, 3.6484, 5.6934], [3.2477, 2.5853, 7.0852], [3.6517, 0.0738, 6.8447], [2.3007, -1.1317, 5.0979], [-4.0840, -4.6517, -6.1412], [-4.0817, -3.2947, -6.1334], [-3.3795, -2.8617, -7.2234], [-5.3781, -2.8766, -6.3538], [-3.6043, -2.7118, -4.8317], [-3.3785, -1.3416, -4.7233], [-2.9552, -0.8184, -3.5247], [-2.7504, -1.6160, -2.4012], [-2.9728, -2.9666, -2.5040], [-3.3375, -3.5372, -3.7303], [-2.3131, -0.9892, -1.1758], [-1.9892, -0.3822, -0.2120], [-3.5468, -0.6986, -5.5661], [-2.7937, 0.2650, -3.4183], [-2.7649, -3.6183, -1.6532], [-3.4411, -4.6098, -3.7711], [1.1404, -5.3416, 2.0694], [0.9098, -4.2122, 1.3059], [0.6646, -2.9881, 1.9236], [0.4585, -1.8880, 1.2227], [0.5086, -1.9773, -0.1140], [0.7508, -3.2076, -0.7104], [1.0020, -4.3319, -0.0177], [1.0241, -5.3457, 3.0557], [1.5669, -6.1530, 1.6643], [0.5957, -2.9101, 3.0134], [0.4313, -1.0923, -0.7054], [0.8236, -3.2704, -1.7830], [4.7848, -0.6233, 2.0348], [3.7178, -0.3325, 1.4911], [2.6619, -0.3690, 2.2207], [3.6144, 0.1002, 0.0645], [4.7109, -0.1974, -0.7001], [4.7488, 0.1978, -2.0174], [3.7340, 0.8742, -2.6201], [2.6255, 1.2264, -1.8381], [2.5431, 0.8161, -0.4999], [1.5453, 1.9698, -2.4600], [1.7862, 2.6810, -3.4579], [0.4389, 1.8777, -1.9371], [5.9299, -0.1683, -2.7824], [6.7952, -0.7967, -2.2064], [5.9583, 0.1193, -3.9551], [5.5052, -0.7667, -0.2288], [3.7109, 1.1921, -3.6590], [1.6350, 1.1056, 0.0269]]
}


Record 3
{
  "formula": "C34H25FeN5O6PSSe2",
  "method": "ωB97M-V/def2-TZVPD",
  "energy_ha": -8842.126946,
  "gap_ev": [7.1, 7.1],
  "s_squared": 6.01,
  "homo_ev": [-5.19, -5.25],
  "multiplicity": 5,
  "relative_energy_kj_mol": 3.5,
  "charge": -1,
  "elements": ["Fe", "O", "C", "N", "C", "O", "C", "C", "C", "C", "C", "N", "C", "C", "C", "C", "C", "N", "H", "H", "H", "H", "H", "H", "H", "H", "Se", "P", "Se", "C", "C", "C", "C", "C", "C", "C", "C", "C", "C", "C", "C", "H", "H", "H", "H", "H", "H", "H", "H", "H", "H", "O", "C", "O", "C", "C", "C", "C", "C", "C", "N", "O", "O", "H", "H", "H", "H", "S", "C", "C", "N", "C", "H", "H", "H"],
  "coordinates": [[1.1318, -0.8897, -0.6251], [0.8845, -2.5280, -4.4542], [0.8493, -1.9340, -3.3924], [1.3885, -2.2929, -2.2196], [1.7378, -3.5562, -1.9847], [1.9778, -4.4922, -2.7535], [1.7692, -3.8539, -0.4674], [1.9956, -5.1838, -0.0404], [1.8052, -5.4694, 1.3095], [1.3823, -4.4319, 2.1209], [1.0613, -3.2310, 1.5816], [1.2158, -2.9092, 0.3248], [0.0005, -0.6452, -3.3664], [-0.4273, -0.0565, -4.5581], [-1.2999, 1.0186, -4.4394], [-1.6838, 1.4156, -3.1426], [-1.2101, 0.7809, -2.0418], [-0.3436, -0.2237, -2.1707], [2.3353, -5.8643, -0.8050], [2.0462, -6.4809, 1.6983], [1.1729, -4.6124, 3.1942], [0.5850, -2.4172, 2.1758], [-0.1513, -0.3541, -5.5888], [-1.6867, 1.4387, -5.3611], [-2.4099, 2.3049, -3.1294], [-1.4482, 1.0706, -1.1012], [-2.5282, -2.3404, -0.1169], [-2.2335, -0.8771, 1.3939], [-0.2690, 0.1225, 1.4711], [-3.3870, 0.5457, 1.1866], [-4.4457, 0.4431, 0.3025], [-5.3226, 1.5048, 0.0809], [-5.2069, 2.6662, 0.8143], [-4.2071, 2.7840, 1.7594], [-3.2810, 1.7465, 1.8710], [-2.4859, -1.5955, 3.0648], [-2.8016, -2.8867, 3.2250], [-2.9308, -3.4611, 4.5111], [-2.6481, -2.7451, 5.6177], [-2.4426, -1.3399, 5.4781], [-2.3279, -0.7875, 4.2240], [-4.5844, -0.5717, -0.1642], [-5.9825, 1.3955, -0.7475], [-5.8980, 3.4719, 0.5399], [-4.0642, 3.7053, 2.3209], [-2.4113, 1.9680, 2.4863], [-2.9878, -3.5006, 2.3243], [-3.1589, -4.5040, 4.5469], [-2.8033, -3.1328, 6.5921], [-2.2478, -0.6776, 6.3418], [-2.1266, 0.2683, 4.0564], [2.5872, 2.0048, 0.4271], [2.4121, 1.8880, -0.7680], [2.2261, 0.7715, -1.4083], [2.2739, 3.1131, -1.6306], [1.6151, 3.0266, -2.8534], [1.3423, 4.2199, -3.5923], [1.7711, 5.4360, -3.1542], [2.4376, 5.5047, -1.9250], [2.7389, 4.3925, -1.1990], [2.8307, 6.8536, -1.3396], [3.7659, 6.9966, -0.5396], [2.1399, 7.7779, -1.7062], [1.2386, 2.0591, -3.2225], [0.7878, 4.1236, -4.5352], [1.8324, 6.3247, -3.7833], [3.2080, 4.4795, -0.2270], [5.0991, -0.4480, 2.2325], [5.4389, -1.2272, 0.7488], [4.3143, -1.4547, 0.0513], [3.1588, -0.9579, 0.6471], [3.4387, -0.3991, 1.7892], [6.4890, -1.4674, 0.5369], [4.2642, -1.8522, -0.9309], [2.6934, 0.0295, 2.4391]]
}